Formula: C93H125F9N22O15S3
Source: OMol25
Level of theory: wB97M-V/def2-TZVPD

Geometry as XYZ:
```
267
Properties=species:S:1:pos:R:3:mulliken_charge:R:1
C -4.03 -2.85 10.37 -0.897
N -4.42 -1.86 9.35 0.141
C -5.01 -0.69 9.74 -0.461
C -5.40 0.23 8.84 -0.767
C -5.29 0.01 7.48 1.047
C -4.60 -1.15 7.11 -0.250
C -4.15 -2.05 8.08 -0.585
C -5.92 0.77 6.40 1.487
C -5.47 0.73 5.06 -0.866
C -6.26 1.27 4.06 -0.638
N -7.52 1.72 4.35 0.225
C -7.99 1.80 5.63 -0.639
C -7.23 1.31 6.65 -0.852
C -8.42 2.29 3.32 -1.027
H -3.99 -3.85 9.93 0.342
H -4.77 -2.86 11.18 0.352
H -3.09 -2.63 10.86 0.357
H -5.26 -0.69 10.79 0.413
H -5.92 1.05 9.25 0.634
H -4.35 -1.47 6.07 -0.124
H -3.55 -2.86 7.74 0.658
H -4.48 0.37 4.88 0.661
H -5.94 1.35 3.06 0.828
H -8.99 2.17 5.69 0.465
H -7.62 1.37 7.69 0.392
H -8.11 1.86 2.40 0.349
H -8.32 3.38 3.32 0.328
H -9.42 1.93 3.55 0.438
C 6.65 2.67 -0.41 -0.873
N 8.11 2.81 -0.87 0.047
C 9.19 2.27 -0.24 -0.013
C 10.51 2.32 -0.75 -0.777
C 10.69 2.83 -2.06 0.508
C 9.56 3.34 -2.72 -0.667
C 8.34 3.42 -2.06 -0.313
C 12.07 2.84 -2.66 0.584
C 12.78 1.66 -2.70 -0.557
C 14.06 1.64 -3.26 -0.426
N 14.57 2.77 -3.73 -0.017
C 13.86 3.92 -3.74 -0.159
C 12.64 4.04 -3.16 -0.621
C 16.00 2.72 -4.14 -0.849
H 6.21 2.05 -1.20 0.431
H 6.24 3.71 -0.28 0.324
H 6.61 2.19 0.58 0.269
H 8.97 1.75 0.68 0.394
H 11.33 1.87 -0.24 0.576
H 9.72 3.78 -3.66 0.597
H 7.47 3.86 -2.52 0.523
H 12.42 0.74 -2.26 0.505
H 14.62 0.75 -3.16 0.486
H 14.37 4.76 -4.17 0.424
H 12.07 4.96 -3.20 0.539
H 16.27 3.64 -4.64 0.299
H 16.07 1.91 -4.91 0.395
H 16.71 2.52 -3.35 0.366
C 5.85 2.67 -13.49 -0.790
N 5.32 2.07 -12.18 -0.022
C 5.15 0.77 -12.04 -0.103
C 4.66 0.21 -10.87 -0.827
C 4.33 1.04 -9.79 0.751
C 4.46 2.41 -10.02 -0.620
C 4.89 2.88 -11.23 -0.399
C 3.56 0.51 -8.48 0.949
C 3.78 1.04 -7.21 -0.742
C 3.11 0.58 -6.12 -0.206
N 2.19 -0.42 -6.19 0.236
C 2.02 -0.98 -7.40 -0.321
C 2.72 -0.58 -8.54 -0.813
C 1.56 -0.90 -4.95 -0.429
H 6.67 3.31 -13.23 0.377
H 5.02 3.25 -13.94 0.372
H 6.18 1.89 -14.17 0.293
H 5.47 0.15 -12.83 0.434
H 4.48 -0.83 -10.85 0.490
H 4.21 3.13 -9.24 0.397
H 4.88 3.95 -11.41 0.464
H 4.52 1.80 -7.07 0.478
H 3.33 0.89 -5.09 0.468
H 1.38 -1.85 -7.47 0.510
H 2.47 -1.05 -9.46 0.509
H 1.81 -1.92 -4.88 0.563
H 0.48 -0.82 -4.97 0.095
H 2.04 -0.33 -4.10 -0.020
C -2.63 9.14 -3.50 -0.902
N -1.92 8.36 -2.46 0.110
C -0.61 8.03 -2.67 -0.469
C 0.19 7.67 -1.60 -0.516
C -0.34 7.56 -0.28 0.740
C -1.71 7.67 -0.19 -0.557
C -2.47 8.19 -1.23 -0.412
C 0.57 7.45 0.84 0.575
C 0.31 6.60 1.92 -0.820
C 1.07 6.78 3.06 -0.263
N 2.02 7.73 3.22 0.096
C 2.39 8.44 2.09 -0.564
C 1.65 8.34 0.95 -0.648
C 2.65 8.06 4.51 -0.898
H -3.55 9.52 -3.04 0.312
H -2.93 8.45 -4.28 0.380
H -2.10 10.04 -3.91 0.369
H -0.25 8.10 -3.65 0.591
H 1.23 7.40 -1.88 0.420
H -2.17 7.57 0.77 0.565
H -3.46 8.52 -1.11 0.527
H -0.44 5.82 1.94 0.741
H 0.92 6.21 3.93 0.555
H 3.12 9.24 2.19 0.456
H 1.79 9.07 0.15 0.524
H 3.71 8.25 4.36 0.406
H 2.59 7.19 5.13 0.312
H 2.18 8.92 4.97 0.353
C 0.56 -7.28 5.71 -0.882
N -0.67 -7.58 4.90 0.157
C -1.22 -6.67 4.12 -0.113
C -2.30 -6.92 3.35 -0.936
C -2.83 -8.20 3.29 0.733
C -2.19 -9.17 4.10 -0.692
C -1.15 -8.83 4.94 -0.389
C -4.04 -8.48 2.54 1.004
C -5.01 -9.34 3.08 -0.787
C -6.20 -9.60 2.41 -0.226
N -6.33 -9.15 1.16 -0.049
C -5.43 -8.37 0.56 -0.464
C -4.30 -8.04 1.20 -0.482
C -7.50 -9.55 0.37 -0.918
H 1.32 -8.00 5.42 0.388
H 0.26 -7.35 6.76 0.373
H 0.87 -6.26 5.49 0.237
H -0.72 -5.71 4.01 0.509
H -2.71 -6.12 2.75 0.380
H -2.65 -10.17 4.16 0.627
H -0.80 -9.51 5.74 0.451
H -4.97 -9.66 4.15 0.419
H -6.92 -10.25 2.84 0.435
H -5.65 -8.22 -0.46 0.589
H -3.55 -7.45 0.71 0.539
H -7.19 -10.22 -0.45 0.369
H -7.97 -8.63 0.01 0.394
H -8.21 -10.09 0.99 0.312
C 2.50 -0.13 1.26 -0.969
C 1.22 0.48 1.59 -0.481
N 0.21 -0.19 0.71 1.410
C 0.22 -0.05 -0.68 -0.321
C -0.95 -0.58 -1.09 -1.595
N -1.65 -1.07 0.00 1.022
C -0.93 -0.79 1.07 -0.915
C -2.88 -1.87 -0.08 -0.744
H 3.35 0.14 1.89 0.518
H 2.79 0.16 0.20 0.134
H 2.37 -1.22 1.29 0.045
H 1.12 1.55 1.64 0.171
H 0.97 0.15 2.62 0.464
H 0.97 0.50 -1.18 0.001
H -1.46 -0.59 -2.03 0.961
H -1.26 -0.95 2.12 0.576
H -2.56 -2.74 -0.68 0.432
H -3.61 -1.37 -0.69 0.192
H -3.33 -2.22 0.85 0.075
C 5.40 -4.71 4.32 -1.286
C 4.79 -3.76 3.33 -0.107
N 3.99 -4.43 2.24 0.373
C 4.47 -5.41 1.36 -0.367
C 3.51 -5.57 0.43 -0.685
N 2.39 -4.87 0.79 0.360
C 2.73 -4.17 1.84 0.123
C 1.05 -4.82 0.16 -0.697
H 4.68 -5.28 4.94 0.283
H 6.12 -4.25 4.95 0.415
H 6.02 -5.43 3.81 0.377
H 5.62 -3.16 2.95 0.246
H 4.04 -3.06 3.74 0.196
H 5.51 -5.73 1.31 0.406
H 3.54 -6.11 -0.48 0.514
H 2.04 -3.52 2.33 0.017
H 1.20 -4.84 -0.93 0.368
H 0.58 -3.91 0.51 0.066
H 0.44 -5.60 0.52 0.347
C -5.15 4.07 -1.65 -1.235
C -4.53 2.80 -2.12 -0.409
N -3.16 3.08 -2.74 0.647
C -2.05 3.45 -1.99 -0.651
C -1.04 3.48 -2.86 -1.450
N -1.55 3.11 -4.08 0.340
C -2.82 2.84 -3.95 -0.237
C -0.78 2.87 -5.36 -0.930
H -6.02 3.91 -1.03 0.426
H -5.45 4.63 -2.52 0.362
H -4.46 4.56 -0.97 0.256
H -5.06 2.18 -2.84 0.526
H -4.42 2.13 -1.27 0.140
H -2.13 3.63 -0.93 0.807
H 0.03 3.63 -2.86 0.654
H -3.50 2.44 -4.70 0.649
H -1.41 2.64 -6.21 0.385
H -0.07 2.05 -5.26 0.276
H -0.15 3.75 -5.54 0.380
C -7.71 -1.28 -11.06 -1.133
C -8.05 -2.44 -10.21 -0.418
N -8.16 -2.18 -8.74 0.156
C -9.36 -2.20 -8.04 -0.435
C -9.08 -1.85 -6.78 -0.268
N -7.74 -1.57 -6.71 0.121
C -7.26 -1.79 -7.92 -0.274
C -6.91 -1.10 -5.58 -0.851
H -7.52 -1.52 -12.07 0.405
H -6.77 -0.80 -10.74 0.319
H -8.42 -0.43 -11.05 0.332
H -7.27 -3.21 -10.25 0.308
H -8.96 -2.94 -10.54 0.335
H -10.30 -2.33 -8.59 0.405
H -9.82 -1.79 -6.01 0.426
H -6.20 -1.78 -8.15 0.545
H -7.54 -0.85 -4.77 0.353
H -6.36 -0.18 -5.79 0.376
H -6.26 -1.92 -5.21 0.284
C 2.43 -2.94 10.46 -1.287
C 3.31 -1.82 11.00 -0.294
N 3.15 -0.56 10.17 0.134
C 3.86 0.62 10.34 -0.608
C 3.38 1.55 9.48 -0.218
N 2.40 0.91 8.80 0.181
C 2.28 -0.32 9.26 -0.124
C 1.54 1.67 7.89 -0.807
H 1.41 -2.58 10.42 0.421
H 2.48 -3.73 11.21 0.413
H 2.90 -3.40 9.57 0.318
H 4.38 -2.04 11.02 0.374
H 3.04 -1.47 12.01 0.354
H 4.69 0.69 11.09 0.418
H 3.68 2.53 9.27 0.454
H 1.56 -1.03 8.91 0.392
H 1.97 2.63 7.58 0.260
H 0.61 1.86 8.44 0.354
H 1.34 1.07 6.98 0.270
C -2.29 3.09 3.55 0.224
F -2.81 2.00 4.24 -0.147
F -2.62 4.20 4.21 -0.225
F -0.99 3.03 3.65 -0.231
S -2.84 3.07 1.83 0.625
O -2.43 4.44 1.43 -0.444
O -2.14 1.98 1.23 -0.173
O -4.26 2.90 2.00 -0.601
C -6.59 -3.22 3.85 0.393
F -6.77 -2.24 4.77 -0.162
F -6.92 -4.39 4.43 -0.208
F -7.42 -3.07 2.81 -0.209
S -4.84 -3.15 3.33 1.245
O -4.18 -3.23 4.64 -0.799
O -4.58 -4.29 2.47 -0.527
O -4.86 -1.81 2.78 -0.683
C -2.87 -2.52 -4.97 0.457
F -1.88 -3.03 -4.25 -0.194
F -2.87 -3.11 -6.16 -0.203
F -4.00 -2.90 -4.37 -0.238
S -2.79 -0.69 -5.10 0.845
O -3.01 -0.23 -3.79 -0.453
O -1.39 -0.56 -5.61 -0.694
O -3.77 -0.32 -6.10 -0.568
N 1.00 -2.49 4.60 0.885
O 0.78 -3.17 5.64 -0.663
O 0.53 -2.86 3.47 -0.526
O 1.78 -1.50 4.63 -0.642
N 2.32 2.50 -1.98 0.907
O 1.51 2.52 -1.01 -0.448
O 2.91 1.42 -2.31 -0.747
O 2.67 3.57 -2.54 -0.713
```

Calculated values
* spin multiplicity: 1
* total charge: +10
* calculated total energy: -8041.03172 Ha